1.
Computed, not measured: a structure of composition C3H8N2S at a distorted geometry, with ωB97M-V/def2-TZVPD.

```
14
Properties=species:S:1:pos:R:3:forces:R:3
C 0.0908 -1.3497 0.8363 -3.20 1.63 -4.02
C 0.8469 -0.0959 0.1189 -1.91 0.53 1.86
C -0.1626 0.7540 -0.7557 -1.27 -7.74 -1.04
H -1.0554 -1.0487 1.2486 3.20 -0.59 -1.49
H 0.0270 -1.8949 -0.2611 -0.31 0.04 3.46
H 0.5372 -1.8529 1.6657 0.92 -0.39 -0.04
H 1.6180 -0.4588 -0.4860 1.40 -0.55 -0.67
H 1.5039 2.6418 1.2590 0.18 -4.05 0.39
H -1.3803 -1.2502 -1.6407 2.82 4.38 -0.14
H -1.8951 0.2272 -2.0129 0.71 1.27 0.23
H -0.0650 1.8147 0.6228 -1.49 1.26 -1.90
N -0.9257 -0.0786 -1.8801 -0.64 -3.09 1.42
N -0.6293 1.7657 -0.3174 -0.55 4.00 2.91
S 1.4896 0.8261 1.6024 0.15 3.31 -0.95
```
Positions in Å, forces in eV/Å.

Its LUMO energy is -0.5384 eV. The total energy comes out at -626.59926 hartree. The calculation puts the HOMO energy at -9.532 eV. The net charge is 0.

---

2.
Computed, not measured: an isolated molecule of C3H8N2S at a distorted geometry, with ωB97M-V/def2-TZVPD.

```
14
Properties=species:S:1:pos:R:3:forces:R:3
C 1.6764 -1.0074 1.3810 0.16 1.34 0.16
C 1.4907 -0.0369 0.2087 0.45 -1.10 0.35
C -1.6814 0.8244 0.2564 0.00 0.30 -0.63
H 1.7662 -2.0115 1.0937 -0.40 -1.51 -0.52
H 0.8515 -0.8098 2.0536 -0.29 -0.55 0.23
H 2.5776 -0.8414 1.9669 0.22 0.56 -0.06
H 2.4048 0.1152 -0.3769 -0.19 -0.06 0.02
H 1.2066 0.8837 0.6630 -0.28 1.01 -0.29
H -1.7946 -1.1696 -0.0692 -0.34 -0.95 0.27
H -2.6432 0.7367 0.7827 0.24 0.02 -0.03
H -1.5691 2.6758 0.4837 0.19 -0.11 -0.22
N -1.2291 -0.3785 -0.2193 0.88 0.86 0.02
N -1.0558 1.9143 0.0345 -0.46 -0.05 0.67
S 0.2675 -0.5632 -1.0238 -0.18 0.24 0.03
```
Positions in Å, forces in eV/Å.

Its LUMO energy is 0.8212 eV. The total energy comes out at -626.77797 hartree. Its SMILES is [H]/N=C/NSCC. The calculation puts the HOMO energy at -8.487 eV. The net charge is 0.

---

Computed values of ΔE to the lowest compared entry with this formula, charge and spin (unit: kJ/mol) for the preceding records, in sequence: 588.2; 119.0.